{"formula": "C4H11NO3", "method": "the ωB97M-V functional and the def2-TZVPD basis", "species": ["C", "N", "C", "C", "C", "O", "O", "H", "H", "H", "H", "H", "H", "H", "H", "H", "H", "H", "O"], "coordinates": [[-0.158028, 0.598149, -1.210659], [0.860379, 0.922955, -0.281965], [1.356496, 2.267424, -0.209148], [0.889196, 0.071576, 0.860000], [-0.345968, 0.035692, 1.778448], [-1.303017, -0.925684, 1.296510], [-0.701327, -0.579558, -1.159387], [-0.055960, 1.103080, -2.174702], [0.542948, 2.988137, -0.399319], [1.843196, 2.501843, 0.738167], [2.106607, 2.446240, -0.994607], [1.742214, 0.319727, 1.494639], [1.000885, -0.950903, 0.521791], [0.021939, -0.305930, 2.735398], [-0.912319, 0.955431, 1.914860], [-1.170322, -0.933116, 0.310651], [-1.914384, -2.700137, -1.768854], [-1.791188, -4.205541, -1.368772], [-2.011347, -3.609384, -2.083042]], "forces_ev_per_a": [[-0.67, 0.50, -0.33], [0.63, -0.20, 0.03], [-0.15, -0.04, -0.68], [-0.20, 0.48, 0.89], [-0.90, -1.12, -0.89], [0.31, 0.03, 0.94], [0.05, -0.37, -0.26], [0.19, 0.07, -0.10], [-0.05, 0.11, 0.20], [-0.17, -0.20, 0.13], [-0.02, 0.05, 0.01], [0.24, 0.13, -0.15], [0.17, -0.36, -0.02], [-0.07, -0.17, 0.62], [0.51, 0.61, -0.06], [-0.01, 0.25, -0.33], [0.35, 0.03, 0.20], [0.12, 0.26, 0.32], [-0.32, -0.08, -0.52]], "mulliken_charge": [-0.814, 0.623, -1.193, -1.157, -0.267, -0.611, -0.597, 0.132, 0.426, 0.348, 0.227, 0.466, 0.378, 0.300, 0.251, 0.499, 0.376, 0.298, -0.684], "e_above_lowest_kcal_mol": 7.4, "e_tot_ha": -439.438361, "gap_ev": [4.0, 7.9], "spin_multiplicity": 2, "charge": -1, "max_force_ev_per_a": 1.688}